[1]
ORCA calculation (the ωB97M-V functional and the def2-TZVPD basis) on a molecular structure, C35H35CoN4O3PS2.

Calculated values
Maximum force (eV/Å): 0.7
Gap between HOMO and LUMO (spin up / spin down) (hartree): 0.2445 / 0.2517
2S+1: 2
Energy relative to the best compared isomer or geometry (same formula, charge and spin) (kcal/mol): 0.5
LUMO level (spin up / spin down) (Ha): -0.02077 / -0.02113
HOMO level (spin up / spin down) (eV): -7.2 / -7.4
Expectation value of S²: 0.84

Each line ends with the Löwdin spin population.
Cartesian coordinates (Å):
1 Co -0.49 -0.15 -1.57  0.923
2 C -3.33 -1.23 -2.23  0.001
3 O -2.39 -0.17 -2.40  0.012
4 C -2.88 1.12 -2.50  0.001
5 C -4.20 1.42 -2.82  0.000
6 C -4.57 2.75 -2.95  0.001
7 C -3.63 3.76 -2.77  0.000
8 C -2.32 3.45 -2.44  0.000
9 C -1.94 2.12 -2.29  -0.001
10 N -0.64 1.69 -1.91  -0.003
11 N 0.21 2.61 -1.75  -0.007
12 C 1.47 2.35 -1.35  0.005
13 C 2.02 1.04 -1.25  -0.003
14 O 1.39 -0.04 -1.51  -0.007
15 C 3.40 0.92 -0.85  0.000
16 C 4.13 1.99 -0.52  -0.002
17 C 3.60 3.33 -0.59  0.001
18 C 4.37 4.44 -0.21  -0.001
19 C 3.86 5.71 -0.26  0.002
20 C 2.54 5.89 -0.70  0.000
21 C 1.77 4.82 -1.08  0.001
22 C 2.28 3.51 -1.03  0.000
23 H -3.96 -1.31 -3.11  0.000
24 H -3.92 -1.06 -1.33  0.000
25 H -2.73 -2.13 -2.12  0.000
26 H -4.93 0.64 -2.96  0.000
27 H -5.59 2.99 -3.19  0.000
28 H -3.93 4.79 -2.87  0.000
29 H -1.59 4.22 -2.28  0.000
30 H 3.79 -0.09 -0.77  0.000
31 H 5.15 1.87 -0.17  0.000
32 H 5.39 4.27 0.14  0.000
33 H 4.46 6.56 0.04  0.000
34 H 2.13 6.89 -0.75  0.000
35 H 0.75 4.98 -1.40  0.000
36 C 1.64 -3.08 -3.17  0.000
37 N 0.80 -3.92 -2.34  0.000
38 C 0.97 -5.36 -2.45  0.000
39 C 0.55 -6.02 -1.16  0.000
40 C -0.87 -5.59 -0.84  0.000
41 N -0.98 -4.14 -0.85  0.000
42 C -2.03 -3.59 -0.01  0.000
43 C -0.19 -3.34 -1.60  0.000
44 O -0.31 -2.11 -1.63  0.005
45 H 2.67 -3.44 -3.10  0.000
46 H 1.60 -2.06 -2.82  0.000
47 H 1.33 -3.12 -4.22  0.000
48 H 2.03 -5.55 -2.65  0.000
49 H 0.41 -5.76 -3.30  0.000
50 H 1.21 -5.71 -0.35  0.000
51 H 0.60 -7.11 -1.25  0.000
52 H -1.15 -5.93 0.16  0.000
53 H -1.58 -6.04 -1.55  0.000
54 H -1.90 -3.96 1.01  0.000
55 H -3.02 -3.90 -0.38  0.000
56 H -1.96 -2.51 0.02  0.000
57 S 0.81 -2.28 1.61  0.000
58 P -0.18 -0.62 1.99  0.008
59 S -1.54 0.07 0.64  0.054
60 C 1.00 0.72 2.37  0.000
61 C 2.04 0.45 3.25  0.000
62 C 2.98 1.42 3.55  0.000
63 C 2.89 2.68 2.96  0.000
64 C 1.85 2.96 2.09  0.000
65 C 0.90 1.98 1.79  0.000
66 C -1.12 -0.75 3.54  0.004
67 C -1.82 0.36 4.02  0.002
68 C -2.54 0.28 5.20  0.000
69 C -2.58 -0.92 5.91  0.001
70 C -1.89 -2.02 5.44  0.000
71 C -1.16 -1.94 4.26  0.001
72 H 2.12 -0.54 3.69  0.000
73 H 3.78 1.20 4.24  0.000
74 H 3.63 3.43 3.19  0.000
75 H 1.78 3.93 1.63  0.000
76 H 0.08 2.20 1.12  0.000
77 H -1.79 1.29 3.46  0.001
78 H -3.07 1.14 5.56  0.000
79 H -3.14 -0.98 6.83  0.000
80 H -1.91 -2.95 5.99  0.000
81 H -0.60 -2.79 3.88  0.000

=====

[2]
ORCA calculation (the ωB97M-V functional and the def2-TZVPD basis) on 2 unconnected molecules or ions with the total composition C4H10O2.

Calculated values
Maximum force (eV/Å): 3.8
Gap between HOMO and LUMO (hartree): 0.3573
Energy relative to the best compared isomer or geometry (same formula, charge and spin) (kcal/mol): 91.6
LUMO level (Ha): 0.03493
HOMO level (eV): -8.8

Each line ends with the natural charge from an NBO analysis.
Cartesian coordinates (Å):
1 C -1.78 -1.20 1.35  -0.240
2 O -0.77 -0.27 1.08  -0.556
3 C -0.29 -0.33 -0.23  -0.119
4 C 0.78 0.72 -0.29  0.261
5 C 1.48 0.91 -1.61  -0.745
6 O 0.51 1.85 0.40  -0.685
7 H -2.64 -1.06 0.68  0.168
8 H -1.40 -2.23 1.25  0.170
9 H -2.10 -1.03 2.38  0.197
10 H -1.11 -0.17 -0.96  0.171
11 H 0.21 -1.29 -0.45  0.183
12 H 1.88 -0.01 0.45  -0.036
13 H 1.85 1.91 -1.81  0.237
14 H 1.05 0.40 -2.48  0.217
15 H 2.19 0.31 -0.97  0.286
16 H 0.12 1.49 1.22  0.492

=====

[3]
ORCA calculation (the ωB97M-V functional and the def2-TZVPD basis) on a molecular structure, C17H8Cl5CsN2S2.

Calculated values
Maximum force (eV/Å): 1.4
Gap between HOMO and LUMO (hartree): 0.1877
Energy relative to the best compared isomer or geometry (same formula, charge and spin) (kcal/mol): 6.5
LUMO level (Ha): 0.13309
HOMO level (eV): -1.5
Net charge: -2

Each line ends with the Mulliken charge.
Cartesian coordinates (Å):
1 Cs -0.89 0.46 0.05  0.971
2 C 3.32 -2.68 -1.34  -1.386
3 C 2.13 -3.08 -0.51  0.829
4 C 0.94 -3.41 -1.14  -0.306
5 C -0.17 -3.78 -0.40  -0.526
6 C -0.09 -3.85 0.99  -0.438
7 C 1.10 -3.54 1.62  -0.448
8 C 2.20 -3.14 0.88  -0.427
9 H 3.77 -3.57 -1.79  0.284
10 H 4.07 -2.18 -0.73  0.346
11 H 3.00 -2.02 -2.14  0.338
12 H 0.87 -3.34 -2.21  0.360
13 H -1.09 -4.02 -0.90  0.359
14 H -0.95 -4.15 1.57  0.352
15 H 1.18 -3.61 2.70  0.353
16 H 3.12 -2.87 1.38  0.301
17 S -0.74 2.33 -2.40  -0.717
18 C -0.84 1.05 -3.53  0.382
19 S -0.67 -0.57 -3.04  -0.531
20 C -1.07 1.36 -4.88  -0.308
21 C -1.27 2.67 -5.32  0.231
22 N -1.46 3.72 -5.76  -0.660
23 C -1.12 0.42 -5.90  0.305
24 N -1.16 -0.28 -6.82  -0.685
25 Cl 1.27 1.49 3.66  -0.259
26 C -0.18 2.43 3.54  0.711
27 C -1.23 1.92 2.78  -1.441
28 C -2.33 2.77 2.74  0.938
29 Cl -3.70 2.24 1.83  -0.233
30 C -2.41 4.00 3.38  -0.209
31 Cl -3.82 5.00 3.26  -0.213
32 C -1.33 4.45 4.13  0.428
33 Cl -1.40 5.97 4.94  -0.223
34 C -0.20 3.65 4.22  -0.263
35 Cl 1.16 4.19 5.15  -0.216

=====

[4]
ORCA calculation (the ωB97M-V functional and the def2-TZVPD basis) on a molecular structure, C12H33FLi3N3O3.

Calculated values
Maximum force (eV/Å): 3.8
Gap between HOMO and LUMO (hartree): 0.1882
Energy relative to the best compared isomer or geometry (same formula, charge and spin) (kcal/mol): 37.2
LUMO level (Ha): -0.32369
HOMO level (eV): -13.9
Net charge: +2

Each line ends with the natural charge from an NBO analysis.
Cartesian coordinates (Å):
1 Li -0.55 -3.01 14.07  0.884
2 Li -2.55 -0.57 14.26  0.989
3 Li -2.29 -1.64 11.72  0.979
4 F -0.95 -0.83 13.06  -0.952
5 C 0.82 2.54 11.31  -0.624
6 C -0.63 2.79 11.69  -0.058
7 C -1.23 3.84 10.75  -0.061
8 O -2.55 4.11 11.11  -0.559
9 C -3.42 4.70 10.15  -0.256
10 N -1.36 1.55 11.58  -0.870
11 H 1.19 3.55 11.50  0.233
12 H 0.96 2.33 10.25  0.226
13 H 1.25 1.89 12.07  0.202
14 H -0.66 3.01 12.76  0.171
15 H -1.23 3.34 9.79  0.168
16 H -0.69 4.78 10.66  0.188
17 H -3.16 5.69 9.79  0.187
18 H -4.41 4.87 10.55  0.201
19 H -3.55 4.00 9.33  0.168
20 H -0.91 0.80 12.08  0.356
21 H -2.22 1.72 12.08  0.334
22 C 2.34 -4.39 11.28  -0.604
23 C 2.04 -2.91 11.56  -0.082
24 C 1.48 -2.10 10.41  -0.079
25 O 2.33 -2.30 9.23  -0.539
26 C 1.88 -1.51 8.13  -0.258
27 N 0.99 -2.92 12.54  -0.884
28 H 1.43 -4.91 11.00  0.188
29 H 2.76 -4.83 12.19  0.219
30 H 3.12 -4.39 10.52  0.259
31 H 2.99 -2.57 11.96  0.222
32 H 1.23 -1.05 10.59  0.187
33 H 0.55 -2.57 10.09  0.133
34 H 2.04 -0.47 8.40  0.178
35 H 0.87 -1.83 7.88  0.164
36 H 2.47 -1.68 7.23  0.219
37 H 0.33 -3.46 12.01  0.326
38 H 0.65 -1.97 12.57  0.370
39 C 1.54 -6.39 15.46  -0.644
40 C 0.69 -5.18 15.81  -0.082
41 C 1.52 -3.96 15.55  -0.086
42 O 0.83 -2.70 15.44  -0.625
43 C 1.70 -1.54 15.45  -0.254
44 N -0.45 -5.14 14.87  -0.919
45 H 1.84 -6.48 14.42  0.219
46 H 0.97 -7.32 15.53  0.235
47 H 2.37 -6.62 16.14  0.248
48 H 0.34 -5.20 16.84  0.226
49 H 2.22 -4.08 14.72  0.196
50 H 2.12 -3.88 16.45  0.199
51 H 2.61 -1.53 14.85  0.202
52 H 2.03 -1.37 16.47  0.209
53 H 1.01 -0.80 15.03  0.182
54 H -0.39 -5.57 13.96  0.381
55 H -1.20 -5.68 15.30  0.390

=====

- What is the maximum force in the fourth record?
  3.8 eV/Å